(1)
{"formula": "C26H74O12Zr", "method": "ωB97M-V with the def2-TZVPD basis set", "gap_ha": 0.1639, "total_charge": 2, "e_above_lowest_kj_mol": 1090.1, "mol_weight_g_mol": 670.09, "species": ["Zr", "C", "C", "C", "O", "H", "H", "H", "H", "H", "H", "H", "C", "C", "C", "O", "H", "H", "H", "H", "H", "H", "H", "C", "C", "O", "H", "H", "H", "H", "H", "H", "C", "C", "O", "H", "H", "H", "H", "H", "H", "C", "C", "O", "H", "H", "H", "H", "H", "H", "C", "C", "O", "H", "H", "H", "H", "H", "H", "C", "C", "O", "H", "H", "H", "H", "H", "H", "C", "C", "O", "H", "H", "H", "H", "H", "H", "C", "C", "O", "H", "H", "H", "H", "H", "H", "C", "C", "O", "H", "H", "H", "H", "H", "H", "C", "C", "O", "H", "H", "H", "H", "H", "H", "C", "C", "O", "H", "H", "H", "H", "H", "H"], "coordinates": [[-0.08415, -0.30966, -3.54876], [-1.46009, 0.85472, 0.62815], [-0.10937, 0.68584, -0.22101], [0.99796, 0.20087, 0.77690], [-0.17126, -0.04710, -1.36481], [-2.04210, -0.06227, 0.72034], [-2.03485, 1.66000, 0.17070], [-1.31468, 1.19759, 1.65255], [0.39032, 1.62921, -0.44111], [1.80847, -0.14437, 0.13504], [0.73440, -0.66951, 1.37780], [1.26972, 0.97454, 1.49501], [2.87010, -3.77165, -4.37309], [2.40270, -2.86605, -3.19649], [3.54660, -2.19165, -2.37739], [1.41056, -1.93792, -3.56719], [3.66405, -3.39549, -5.01825], [2.11181, -3.89601, -5.14616], [3.32615, -4.71460, -4.07147], [1.88112, -3.51740, -2.49520], [3.16693, -1.60162, -1.54324], [4.10513, -1.49707, -3.00484], [4.18403, -2.92311, -1.88067], [-3.89992, 2.19110, -2.97092], [-2.93427, 1.28136, -3.64381], [-1.54668, 1.49979, -3.40221], [-3.75629, 3.17631, -3.41458], [-3.60399, 2.37379, -1.93789], [-4.94675, 1.90555, -3.07436], [-3.24730, 1.35183, -4.68551], [-3.16504, 0.25526, -3.35753], [-1.55233, 2.43226, -3.17403], [3.36528, -2.91984, 1.51955], [4.41857, -3.94563, 1.21398], [5.48981, -3.68031, 2.17210], [2.47597, -3.09222, 0.91332], [3.79250, -1.99394, 1.13446], [3.01117, -2.89685, 2.55017], [4.77334, -3.88136, 0.18534], [4.10436, -4.97997, 1.35365], [5.07417, -3.57284, 3.03076], [0.63059, 5.63366, -1.96288], [0.22157, 4.14621, -2.01810], [-0.83478, 4.17327, -2.99777], [1.62175, 5.65990, -1.51008], [0.10583, 6.30581, -1.28395], [0.73864, 6.11789, -2.93342], [-0.02442, 3.81187, -1.01023], [1.05660, 3.54853, -2.38363], [-1.55056, 4.78950, -2.82596], [-2.82313, 1.48694, 4.96832], [-3.46679, 0.93006, 3.75519], [-4.07934, 2.02881, 3.06129], [-3.54354, 1.50040, 5.78621], [-2.35504, 2.46568, 4.86315], [-2.14065, 0.74969, 5.39114], [-4.11583, 0.09877, 4.03051], [-2.59318, 0.50528, 3.26075], [-4.82213, 2.37377, 3.56215], [2.14344, 0.44946, 5.03459], [3.12927, -0.61448, 4.63454], [2.98800, -1.74170, 5.44083], [1.71591, 0.93743, 4.15869], [2.70721, 1.26986, 5.47867], [1.38772, 0.12919, 5.75181], [4.16754, -0.28433, 4.60138], [2.88612, -1.02954, 3.65643], [3.52281, -2.46497, 5.10549], [-0.03809, -3.95355, -0.07090], [-1.54499, -4.21343, 0.19101], [-2.07091, -4.00831, -1.09827], [0.23149, -2.90333, -0.18247], [0.38434, -4.53731, -0.88875], [0.43199, -4.23321, 0.87192], [-1.96867, -3.63593, 1.01264], [-1.59027, -5.24841, 0.52993], [-3.01965, -4.15001, -1.13582], [-0.41371, 4.18231, 2.52953], [-0.37258, 5.73662, 2.59672], [0.26898, 6.41700, 1.47857], [0.47089, 3.59464, 2.28412], [-1.22815, 3.92739, 1.85144], [-0.94094, 3.84887, 3.42337], [0.14948, 5.90834, 3.53803], [-1.34750, 6.21251, 2.70241], [0.17723, 7.36181, 1.62178], [-5.51535, -0.41201, 0.09521], [-4.40282, -1.42893, -0.15327], [-4.81877, -2.74723, -0.36704], [-6.38765, -0.51712, -0.54990], [-5.13967, 0.59476, 0.27789], [-5.95659, -0.67887, 1.05552], [-3.66722, -1.38509, 0.64991], [-3.84859, -1.04419, -1.00937], [-5.26778, -2.70312, -1.21441], [-1.88008, -3.82553, -4.35366], [-2.45090, -2.59791, -3.75734], [-1.45093, -1.97704, -2.95369], [-2.35064, -4.09163, -5.30016], [-1.81030, -4.66735, -3.66476], [-0.90167, -3.67489, -4.80987], [-3.35261, -2.87202, -3.20973], [-2.83755, -2.03291, -4.60550], [-1.39107, -2.51759, -2.16260], [3.95357, 2.58427, 0.41497], [4.56291, 1.24692, -0.02202], [5.89503, 1.30102, 0.39928], [4.39667, 3.45050, -0.07636], [4.04719, 2.84703, 1.46867], [2.91517, 2.74211, 0.12357], [4.64801, 1.25583, -1.10865], [4.11791, 0.33220, 0.36960], [6.13484, 0.37445, 0.47383]]}

---

(2)
{"formula": "C26H74O18", "method": "ωB97M-V with the def2-TZVPD basis set", "gap_ha": 0.3598, "total_charge": 0, "smiles": "CC(C)O.CC(C)O.CC(C)O.CC(C)O.OCCO.OCCO.OCCO.OCCO.OCCO.OCCO.OCCO", "e_above_lowest_kj_mol": 279.4, "mol_weight_g_mol": 674.86, "species": ["C", "C", "C", "O", "H", "H", "H", "H", "H", "H", "H", "H", "C", "C", "C", "O", "H", "H", "H", "H", "H", "H", "H", "H", "C", "C", "C", "O", "H", "H", "H", "H", "H", "H", "H", "H", "C", "C", "C", "O", "H", "H", "H", "H", "H", "H", "H", "H", "O", "C", "C", "O", "H", "H", "H", "H", "H", "H", "O", "C", "C", "O", "H", "H", "H", "H", "H", "H", "O", "C", "C", "O", "H", "H", "H", "H", "H", "H", "O", "C", "C", "O", "H", "H", "H", "H", "H", "H", "O", "C", "C", "O", "H", "H", "H", "H", "H", "H", "O", "C", "C", "O", "H", "H", "H", "H", "H", "H", "O", "C", "C", "O", "H", "H", "H", "H", "H", "H"], "coordinates": [[4.42241, -3.79369, -2.14925], [3.25389, -2.82202, -2.08526], [2.28899, -2.96205, -0.90444], [3.82302, -1.55571, -1.93641], [4.09275, -4.82918, -2.06454], [5.19172, -3.53389, -1.42208], [4.93051, -3.62648, -3.09897], [2.70429, -2.93530, -3.01972], [2.73925, -3.05756, 0.08361], [1.97423, -3.99698, -1.03835], [1.46080, -2.26020, -1.00247], [3.24088, -1.04456, -2.50335], [3.46416, -1.68237, 2.77714], [2.73125, -0.85913, 3.85282], [3.78190, -0.11248, 4.83442], [2.02998, 0.10707, 3.10174], [4.30972, -1.11683, 2.38562], [2.79489, -1.95592, 1.96145], [4.00085, -2.50565, 3.24860], [2.01556, -1.48419, 4.38684], [3.21609, 0.45068, 5.57658], [4.38372, 0.65731, 4.35140], [4.45735, -0.82723, 5.30453], [2.64001, 0.64874, 2.59573], [-1.34859, -1.94223, 3.69467], [-1.40149, -2.93389, 2.50821], [-1.50956, -4.43306, 2.70132], [-2.42987, -2.38311, 1.73766], [-0.38998, -1.95056, 4.21341], [-2.01628, -2.31355, 4.47210], [-1.60941, -0.89314, 3.55508], [-0.54914, -2.76270, 1.85071], [-0.77527, -4.79283, 3.42208], [-1.50635, -4.97979, 1.75837], [-2.43884, -4.68104, 3.21418], [-3.23723, -2.43869, 2.25407], [-3.13191, -4.56040, -0.59593], [-1.88342, -3.97749, -1.25106], [-0.96133, -4.90607, -2.10579], [-2.23743, -2.85560, -2.00273], [-3.60120, -3.91895, 0.15001], [-2.82040, -5.46972, -0.08193], [-3.82681, -4.77196, -1.40862], [-1.26144, -3.56491, -0.45671], [-0.25160, -4.26511, -2.62881], [-1.50431, -5.29137, -2.96882], [-0.42091, -5.66820, -1.54437], [-2.25309, -2.09071, -1.42283], [3.68896, 2.42112, -0.92105], [2.94958, 3.42028, -1.69558], [3.89424, 4.62532, -2.03331], [5.02176, 4.27211, -2.84867], [4.27786, 1.90436, -1.47579], [2.56467, 2.98951, -2.61991], [2.09088, 3.75035, -1.11095], [4.22648, 5.22898, -1.18873], [3.36028, 5.40440, -2.57739], [5.57432, 3.80110, -2.22064], [-3.02300, 1.23700, -2.23732], [-3.49649, 2.04791, -3.30017], [-4.10587, 1.19158, -4.49082], [-5.21776, 0.47856, -4.02080], [-3.59521, 0.48853, -2.05296], [-4.26728, 2.66517, -2.83867], [-2.69271, 2.70527, -3.63170], [-3.42546, 0.47874, -4.95664], [-4.31820, 1.86931, -5.31767], [-4.93651, -0.11976, -3.32473], [-6.11844, 0.26816, 1.68935], [-4.86213, 0.62757, 1.17651], [-4.95825, 1.90290, 0.29309], [-5.52795, 2.94405, 1.08585], [-6.36408, 1.07230, 2.15261], [-4.12110, 0.78955, 1.95928], [-4.33613, -0.18606, 0.67709], [-5.67584, 1.83115, -0.52424], [-4.03701, 2.14850, -0.23522], [-5.35934, 3.73138, 0.56309], [-1.15556, -0.80593, -0.26152], [-0.04191, -0.11726, 0.36419], [0.30757, 1.08592, -0.50738], [-0.81634, 1.97845, -0.71655], [-1.53627, -1.44179, 0.34868], [-0.32445, 0.23388, 1.35664], [0.78431, -0.81290, 0.51098], [0.52080, 0.79140, -1.53495], [1.13062, 1.59320, -0.00404], [-1.45491, 1.59745, -1.32373], [3.56425, 1.85567, 1.80813], [2.75665, 2.91979, 2.37707], [3.68848, 3.68119, 3.35661], [4.75780, 4.34534, 2.64657], [3.58912, 2.04663, 0.86764], [2.41598, 3.58707, 1.58537], [1.90442, 2.60214, 2.97782], [4.18248, 3.14478, 4.16674], [2.98860, 4.39980, 3.78307], [4.30051, 4.93550, 2.04308], [-0.91135, -0.22076, -5.35837], [-0.71276, -0.45611, -3.99265], [0.51366, -1.30960, -3.67002], [1.69494, -0.62381, -3.73218], [-1.49263, -0.93398, -5.63229], [-0.72578, 0.53344, -3.53579], [-1.63342, -0.92841, -3.65000], [0.55340, -2.23105, -4.25092], [0.33987, -1.68588, -2.66190], [1.64702, -0.07789, -4.52041], [-1.01408, 5.27696, 1.54988], [-1.85342, 4.09504, 1.51732], [-1.27202, 3.00211, 2.41811], [-1.38946, 3.39326, 3.77302], [-1.21863, 5.65147, 0.68994], [-2.84008, 4.43054, 1.83676], [-1.94882, 3.75250, 0.48695], [-0.24281, 2.82035, 2.10861], [-1.90826, 2.13676, 2.23244], [-0.94011, 2.70809, 4.27326]]}